#1
This record from OMol25 describes one molecule with the formula C2H7N3O. The level of theory is ωB97M-V/def2-TZVPD.

Geometry as ORCA input:
```
! RIJCOSX wB97M-V def2-TZVPD def2/J DEFGRID3
* xyz 0 1
O -2.33 -1.25 0.09
N -0.06 -1.31 0.01
N 0.94 -0.80 -0.54
N -1.10 -0.57 0.14
C -0.96 1.10 -0.07
C 1.95 0.02 0.11
H -2.00 1.30 -0.34
H -2.12 -2.14 -0.24
H -0.30 1.50 -0.82
H 1.69 0.41 1.10
H -0.74 1.50 0.92
H 2.84 -0.61 0.21
H 2.18 0.85 -0.56
*
```

Calculated values
SMILES string = C/N=N\N(C)O

***

#2
This record from OMol25 describes C2H7N3O as an isolated structure. The level of theory is ωB97M-V/def2-TZVPD.

Geometry as ORCA input:
```
! RIJCOSX wB97M-V def2-TZVPD def2/J DEFGRID3
* xyz 0 1
O -1.36 -0.56 -0.12
N 0.10 1.88 0.88
N 0.44 0.27 -1.43
N 0.61 -1.76 -0.37
C -0.18 0.67 1.20
C -0.09 -0.53 -0.41
H 0.36 -0.03 1.83
H -1.31 0.36 1.38
H 0.22 -2.42 0.28
H 1.14 0.92 -1.09
H -0.64 2.53 1.15
H -0.20 0.76 -2.03
H 0.90 -2.10 -1.28
*
```

***

Energies relative to the most stable structure, in hartree: #1 0.1138; #2 0.0000.

***

#1
This record from OMol25 describes an isolated ion of composition C4H7O2 and charge -1. The level of theory is ωB97M-V/def2-TZVPD.

Geometry as ORCA input:
```
! RIJCOSX wB97M-V def2-TZVPD def2/J DEFGRID3
* xyz -1 1
O 0.83 -0.83 -2.39
O 0.41 -2.74 -1.29
C -0.45 1.39 1.16
C 0.44 -0.73 -0.04
C 0.56 -1.51 -1.40
C -0.38 0.53 -0.14
H 0.01 1.15 -0.96
H -1.39 0.18 -0.36
H 1.42 -0.63 0.45
H -0.83 0.75 1.95
H 0.58 1.67 1.38
H -0.04 -1.42 0.66
H -1.16 2.19 0.99
*
```

Calculated values
SMILES string = CCCC(=O)[O-]

***

#2
This record from OMol25 describes an isolated ion of composition C4H7O2 and charge -1. The level of theory is ωB97M-V/def2-TZVPD.

Geometry as ORCA input:
```
! RIJCOSX wB97M-V def2-TZVPD def2/J DEFGRID3
* xyz -1 1
O 1.06 -1.39 2.12
O -2.06 0.78 -1.40
C 1.37 -0.72 0.88
C -0.93 1.36 -1.35
C 0.20 0.81 -0.77
C 0.10 -0.43 0.07
H -0.08 -1.32 -0.54
H 2.01 -1.43 0.38
H 1.88 0.21 1.06
H 0.35 -0.87 2.51
H 1.20 1.12 -1.07
H -0.73 -0.30 0.77
H -0.83 2.38 -1.79
*
```

Calculated values
SMILES string = [O-]/C=C\CCO

***

Energies relative to the most stable structure, in hartree: #1 0.0000; #2 0.0706.

***

#1
This record from OMol25 describes one molecule with the formula C11H13N3. The level of theory is ωB97M-V/def2-TZVPD.

Geometry as ORCA input:
```
! RIJCOSX wB97M-V def2-TZVPD def2/J DEFGRID3
* xyz 0 1
N 1.95 2.19 -0.34
N -0.78 -0.16 0.77
N -3.15 -0.26 -0.66
C -2.62 1.01 -0.33
C 0.76 1.65 0.03
C -2.10 -1.35 -0.80
C -1.78 0.92 0.99
C 2.93 0.08 0.21
C 5.14 -1.34 -0.22
C 1.58 -0.51 0.44
C 0.49 0.35 0.39
C -1.38 -1.51 0.46
C 3.06 1.40 -0.29
C 4.14 -0.72 0.00
H -4.00 -0.29 -0.12
H -1.95 -1.71 1.32
H 5.95 -2.08 -0.34
H -2.67 -2.32 -1.19
H -1.48 1.91 1.12
H -3.33 1.85 -0.62
H 1.72 -1.61 0.53
H -2.56 0.53 1.65
H -0.60 -2.20 0.45
H -0.08 2.34 -0.07
H -1.89 1.10 -1.12
H -1.35 -0.94 -1.61
H 4.00 1.65 -0.65
*
```

Calculated values
SMILES string = C#Cc1cncc(N2CCNCC2)c1

***

#2
This record from OMol25 describes one molecule with the formula C11H13N3. The level of theory is ωB97M-V/def2-TZVPD.

Geometry as ORCA input:
```
! RIJCOSX wB97M-V def2-TZVPD def2/J DEFGRID3
* xyz 0 1
N 2.56 -1.45 -1.68
N -2.95 0.82 1.37
N -1.15 -0.53 0.37
C 2.00 -0.09 -1.53
C -0.10 -0.83 -0.24
C -2.01 -1.43 1.20
C 0.84 1.63 -0.26
C -2.91 -0.53 1.86
C 0.54 -2.17 -0.42
C 3.06 0.92 -1.82
C 1.80 -2.37 -1.18
C 2.83 2.31 -1.57
C 0.86 0.34 -0.68
C 1.80 2.78 -0.63
H 3.86 3.00 -1.81
H -2.57 -2.23 0.54
H 1.99 3.78 0.12
H -4.07 -0.73 2.27
H -3.32 1.07 0.41
H -1.57 0.28 0.38
H 0.01 -2.91 -0.05
H 3.90 0.64 -2.47
H 0.08 2.03 0.56
H -1.56 -2.04 1.81
H -3.54 1.49 1.95
H 2.18 -3.32 -1.33
H -2.53 -0.45 2.81
*
```

Calculated values
SMILES string = NCCNc1ccnc2ccccc12

***

#3
This record from OMol25 describes one molecule with the formula C11H13N3. The level of theory is ωB97M-V/def2-TZVPD.

Geometry as ORCA input:
```
! RIJCOSX wB97M-V def2-TZVPD def2/J DEFGRID3
* xyz 0 1
N 0.32 1.11 -0.41
N -0.64 -1.44 -0.85
N 0.70 -1.65 -0.81
C -1.58 -1.06 0.04
C 2.70 1.32 -0.12
C 3.88 0.74 0.18
C 2.97 -1.44 -0.03
C -0.88 1.35 0.24
C 1.68 -0.89 -0.24
C 1.47 0.56 -0.17
C 4.02 -0.62 0.21
C -1.74 0.17 0.50
C -1.64 2.44 -0.69
C -2.60 -2.12 0.33
H -3.07 -1.91 1.34
H 0.97 -2.29 -1.61
H -2.17 2.07 -1.52
H 2.95 -2.45 0.25
H -2.54 2.93 -0.01
H 4.77 1.32 0.46
H 2.47 2.40 -0.15
H -0.99 3.20 -0.88
H 5.02 -0.97 0.38
H -3.24 -2.27 -0.46
H -2.41 0.24 1.34
H -2.12 -3.09 0.43
H -0.86 1.77 1.37
*
```

***

Energies relative to the most stable structure, in hartree: #1 0.0000; #2 0.0473; #3 0.0414.

***

#1
This record from OMol25 describes an isolated ion of composition C4H9NO and charge +1. The level of theory is ωB97M-V/def2-TZVPD.

Geometry as ORCA input:
```
! RIJCOSX wB97M-V def2-TZVPD def2/J DEFGRID3
* xyz 1 2
O 0.81 2.04 0.60
N 1.90 0.03 0.58
C -0.81 -1.36 -0.24
C 0.78 0.81 0.48
C -1.98 -1.22 -1.22
C -0.48 0.13 0.13
H 2.82 0.44 0.49
H -2.81 -0.57 -0.86
H -2.38 -2.08 -1.64
H -1.64 -0.85 -2.17
H -0.79 0.83 -0.73
H 2.04 -0.87 0.27
H -1.12 0.38 0.90
H 0.03 -1.99 -0.65
H -1.09 -1.96 0.63
*
```

Calculated values
<S²> = 0.76

***

#2
This record from OMol25 describes a 2-piece molecular cluster, C4H9NO overall. The level of theory is ωB97M-V/def2-TZVPD.

Geometry as ORCA input:
```
! RIJCOSX wB97M-V def2-TZVPD def2/J DEFGRID3
* xyz 1 2
O 0.78 4.03 -0.52
N 1.72 0.27 -0.59
C -1.14 -1.38 0.86
C 0.43 0.19 -0.32
C -0.28 -1.01 -0.20
C -1.62 -2.65 0.91
H 2.03 -0.61 -1.01
H 1.84 1.01 -1.29
H -0.25 -1.70 -1.05
H -1.57 -0.62 1.50
H -2.33 -2.96 1.67
H 1.65 3.70 -0.25
H 0.26 4.01 0.29
H -1.46 -3.42 0.17
H -0.06 1.14 -0.16
*
```

Calculated values
<S²> = 0.78

***

Energies relative to the most stable structure, in hartree: #1 0.0233; #2 0.0000.